A 4-piece molecular cluster, C12H23BClF7N3O5S overall at a distorted geometry, computed with the ωB97M-V functional and the def2-TZVPD basis.

Properties
* spin multiplicity: 1
* charge: -1

Last columns: bonded neighbours and bond lengths (Å).
Element x y z (Å)
1 O 3.823 3.385 3.321  S2 1.576
2 S 3.360 2.447 2.141  O1 1.576, O3 1.579, B4 1.890, C6 1.873
3 O 2.000 1.823 2.646  S2 1.579
4 B 2.915 3.434 0.592  S2 1.890, Cl5 1.896, H16 1.176, H17 1.182
5 Cl 3.821 5.088 0.779  B4 1.896
6 C 4.522 1.008 1.843  S2 1.873, F7 1.486, F8 1.511, C9 1.639
7 F 3.738 -0.097 1.232  C6 1.486
8 F 4.922 0.509 3.212  C6 1.511
9 C 5.912 1.383 1.061  C6 1.639, F10 1.492, F11 1.511, C12 1.673
10 F 6.224 2.841 1.013  C9 1.492
11 F 7.034 0.765 1.863  C9 1.511
12 C 6.043 0.663 -0.444  C9 1.673, F13 1.501, F14 1.510, F15 1.481
13 F 6.113 -0.832 -0.337  C12 1.501
14 F 7.386 1.089 -0.985  C12 1.510
15 F 5.037 1.151 -1.415  C12 1.481
16 H 1.755 3.598 0.486  B4 1.176
17 H 3.420 2.905 -0.337  B4 1.182
18 C -2.213 1.279 -0.913  C19 1.503, H23 1.094, H24 1.093, H25 1.093
19 C -0.810 1.471 -0.409  C18 1.503, O20 1.230, N21 1.364
20 O 0.001 2.191 -0.990  C19 1.230
21 N -0.441 0.818 0.730  C19 1.364, C22 1.443, H26 1.013
22 C -1.236 -0.063 1.551  N21 1.443, H27 1.093, H28 1.093, H29 1.091
23 H -2.355 1.863 -1.827  C18 1.094
24 H -2.386 0.225 -1.145  C18 1.093
25 H -2.930 1.629 -0.165  C18 1.093
26 H 0.518 0.998 1.004  N21 1.013
27 H -1.276 0.357 2.559  C22 1.093
28 H -0.737 -1.034 1.587  C22 1.093
29 H -2.250 -0.188 1.168  C22 1.091
30 C -3.472 -3.651 2.489  C31 1.503, H35 1.094, H36 1.093, H37 1.093
31 C -2.069 -3.459 2.993  C30 1.503, O32 1.230, N33 1.364
32 O -1.259 -2.740 2.412  C31 1.230
33 N -1.701 -4.112 4.132  C31 1.364, C34 1.443, H38 1.013
34 C -2.496 -4.993 4.953  N33 1.443, H39 1.093, H40 1.093, H41 1.091
35 H -3.615 -3.068 1.575  C30 1.094
36 H -3.646 -4.705 2.257  C30 1.093
37 H -4.189 -3.302 3.237  C30 1.093
38 H -0.742 -3.932 4.406  N33 1.013
39 H -2.536 -4.573 5.961  C34 1.093
40 H -1.996 -5.965 4.989  C34 1.093
41 H -3.509 -5.119 4.570  C34 1.091
42 C -3.500 -0.469 -5.430  C43 1.503, H47 1.094, H48 1.093, H49 1.093
43 C -3.108 0.547 -4.395  C42 1.503, O44 1.230, N45 1.364
44 O -3.589 0.546 -3.263  C43 1.230
45 N -2.188 1.493 -4.739  C43 1.364, C46 1.443, H50 1.013
46 C -1.512 1.663 -6.002  N45 1.443, H51 1.093, H52 1.093, H53 1.091
47 H -4.240 -1.155 -5.007  C42 1.094
48 H -3.945 0.030 -6.295  C42 1.093
49 H -2.625 -1.050 -5.734  C42 1.093
50 H -1.977 2.141 -3.988  N45 1.013
51 H -0.437 1.590 -5.823  C46 1.093
52 H -1.746 2.662 -6.380  C46 1.093
53 H -1.811 0.916 -6.739  C46 1.091



The molecule C3H5N3O, computed with the ωB97M-V functional and the def2-TZVPD basis.

Properties
* spin multiplicity: 1
* ΔE to the lowest compared entry with this formula, charge and spin: 64.5 kcal per mole

Last columns: bonded neighbours and bond lengths (Å).
Element x y z (Å)
1 N 1.471 0.616 -1.708  C2 1.326, H8 1.016, H9 1.008
2 C 0.748 1.110 -0.712  N1 1.326, N3 1.339
3 N 0.857 0.471 0.460  C2 1.339, C4 1.270
4 C -0.036 -0.174 1.093  N3 1.270, O5 1.360, C6 1.469
5 O 0.121 -0.545 2.391  C4 1.360, H10 0.968
6 C -1.350 -0.500 0.524  C4 1.469, N7 1.274, H11 1.095
7 N -1.534 -0.307 -0.721  C6 1.274, H12 1.021
8 H 1.942 -0.284 -1.684  N1 1.016
9 H 1.444 1.086 -2.600  N1 1.008
10 H 0.956 -0.160 2.693  O5 0.968
11 H -2.109 -0.845 1.235  C6 1.095
12 H -2.510 -0.468 -0.972  N7 1.021



Number 1: total energy -2593.76416 hartree. Number 2: total energy -356.75459 hartree.